1.
Molecular formula: C55H49N7O6Pd
Method: DFT, ωB97M-V with the def2-TZVPD basis set

Atoms and positions in Å:
Pd (0.31, 1.26, 0.24)
C (-0.33, -0.62, 9.97)
O (0.05, 0.60, 9.35)
C (0.20, 0.64, 8.03)
C (-0.02, -0.43, 7.17)
C (0.15, -0.27, 5.81)
C (0.50, 0.97, 5.26)
C (0.75, 2.04, 6.14)
C (0.61, 1.87, 7.50)
C (0.52, 1.12, 3.80)
C (1.27, 0.22, 3.06)
C (2.22, -0.70, 3.56)
C (2.79, -1.66, 2.74)
C (2.62, -1.51, 1.35)
N (1.02, 0.11, 1.65)
C (2.63, -2.43, 0.31)
C (2.35, -1.97, -1.01)
C (2.15, -2.39, -3.51)
C (1.81, 0.00, -3.83)
C (0.93, 0.37, -2.78)
C (-0.28, 1.08, -3.14)
C (-1.07, 0.64, -4.30)
C (-2.45, 0.46, -4.12)
C (-3.30, 0.08, -5.14)
C (-2.77, -0.16, -6.42)
O (-3.49, -0.52, -7.48)
C (-4.90, -0.64, -7.35)
C (-1.39, -0.02, -6.61)
C (-0.57, 0.36, -5.59)
C (-0.82, 2.14, -2.39)
N (-0.60, 2.44, -1.08)
C (-1.40, 3.52, -0.77)
C (-1.73, 4.00, 0.50)
C (-2.70, 5.11, 0.58)
C (-2.46, 6.34, -0.04)
C (-3.39, 7.35, -0.01)
C (-4.62, 7.15, 0.63)
O (-5.48, 8.18, 0.56)
C (-6.74, 8.07, 1.22)
C (-4.88, 5.94, 1.26)
C (-3.92, 4.94, 1.24)
C (-1.28, 3.43, 1.72)
C (-1.69, 3.86, 3.00)
C (-1.10, 3.04, 3.91)
C (-0.28, 2.13, 3.19)
N (-0.40, 2.39, 1.85)
C (-2.05, 3.97, -1.98)
C (-1.70, 3.12, -2.97)
N (1.27, 0.15, -1.50)
C (2.87, -3.85, 0.63)
C (3.81, -4.62, -0.07)
C (3.99, -5.95, 0.21)
C (3.24, -6.58, 1.21)
O (3.48, -7.88, 1.39)
C (2.75, -8.58, 2.39)
C (2.30, -5.83, 1.92)
C (2.13, -4.49, 1.63)
H (-0.48, -0.39, 11.02)
H (0.46, -1.37, 9.87)
H (-1.26, -1.01, 9.55)
H (-0.33, -1.40, 7.55)
H (-0.04, -1.10, 5.14)
H (1.09, 2.99, 5.75)
H (0.83, 2.67, 8.19)
H (2.45, -0.66, 4.61)
H (3.34, -2.49, 3.15)
H (2.95, -3.07, -3.85)
H (2.03, 0.72, -4.61)
H (-2.87, 0.60, -3.13)
H (-4.35, -0.03, -4.94)
H (-5.28, -0.93, -8.32)
H (-5.35, 0.31, -7.05)
H (-5.16, -1.42, -6.62)
H (-1.00, -0.20, -7.60)
H (0.48, 0.49, -5.81)
H (-1.50, 6.51, -0.52)
H (-3.20, 8.30, -0.48)
H (-7.27, 8.98, 0.99)
H (-6.61, 7.98, 2.30)
H (-7.30, 7.21, 0.85)
H (-5.82, 5.76, 1.76)
H (-4.15, 3.98, 1.70)
H (-2.33, 4.70, 3.20)
H (-1.22, 3.06, 4.98)
H (-2.71, 4.82, -2.06)
H (-1.97, 3.17, -4.00)
H (4.42, -4.15, -0.83)
H (4.72, -6.55, -0.33)
H (3.09, -9.61, 2.33)
H (1.68, -8.55, 2.21)
H (2.98, -8.19, 3.39)
H (1.71, -6.29, 2.70)
H (1.37, -3.93, 2.16)
C (0.16, -3.94, -3.99)
C (1.01, -4.81, -3.06)
N (1.42, -4.01, -1.92)
C (1.93, -2.80, -2.07)
N (2.45, -0.60, -1.33)
C (3.72, 0.09, -1.24)
C (4.35, 0.36, -2.63)
C (4.09, -0.77, -3.66)
N (2.67, -1.05, -3.71)
C (0.93, -2.68, -4.41)
H (-0.75, -3.66, -3.45)
H (-0.14, -4.52, -4.85)
H (1.89, -5.18, -3.60)
H (0.45, -5.67, -2.71)
H (1.31, -4.38, -0.99)
H (4.39, -0.52, -0.64)
H (3.58, 1.05, -0.73)
H (5.43, 0.49, -2.52)
H (3.95, 1.29, -3.04)
H (4.63, -1.68, -3.39)
H (4.45, -0.43, -4.63)
H (1.29, -2.78, -5.44)
H (0.26, -1.83, -4.39)
O (2.24, -0.22, 1.02)
O (0.01, -0.63, 1.27)

Properties
Energy relative to the best compared isomer or geometry (same formula, charge and spin)   5.741 eV
Lowest unoccupied orbital energy (spin up / spin down)   -0.211 / -0.268 Eh
Net charge   +2
2S+1   5
DFT total energy   -3087.057295 Eh
Expectation value of S²   6.162

Mulliken atomic charge list, values in e, 5 entries:
1. Pd 1.07
2. C -0.84
3. O -0.45
4. C 0.87
5. C -0.74

=====

2.
Molecular formula: C55H50AsBrN5O7PSTa
Method: DFT, ωB97M-V with the def2-TZVPD basis set

Atoms and positions in Å:
Ta (-0.83, 1.13, 0.16)
O (1.10, 3.25, -4.99)
C (1.99, 2.46, -4.33)
C (3.26, 2.34, -4.90)
C (4.22, 1.56, -4.29)
C (3.95, 0.89, -3.10)
C (2.70, 1.00, -2.53)
C (1.71, 1.78, -3.14)
C (0.34, 1.85, -2.56)
O (0.17, 1.08, -1.36)
N (-0.08, 3.19, -2.23)
N (-1.00, 3.20, -1.18)
C (-1.51, 4.33, -0.88)
C (-2.43, 4.51, 0.20)
Br (-2.53, 2.98, 1.33)
C (-3.15, 5.59, 0.55)
C (-3.33, 6.80, -0.23)
C (-3.57, 7.99, 0.47)
C (-3.72, 9.18, -0.22)
C (-3.70, 9.19, -1.61)
C (-3.51, 8.00, -2.31)
C (-3.31, 6.81, -1.63)
H (0.23, 3.26, -4.58)
H (3.45, 2.86, -5.83)
H (5.20, 1.47, -4.76)
H (4.71, 0.28, -2.64)
H (2.48, 0.48, -1.61)
H (-0.39, 1.45, -3.28)
H (0.68, 3.86, -2.15)
H (-1.24, 5.23, -1.44)
H (-3.66, 5.57, 1.51)
H (-3.61, 7.98, 1.55)
H (-3.88, 10.10, 0.33)
H (-3.84, 10.11, -2.14)
H (-3.54, 8.00, -3.40)
H (-3.24, 5.89, -2.19)
C (0.60, 5.21, 1.56)
C (1.14, 3.89, 1.95)
N (0.81, 2.68, 1.50)
C (1.66, 1.81, 2.16)
C (2.49, 2.47, 3.00)
N (2.14, 3.78, 2.85)
C (3.56, 2.14, 4.00)
O (3.98, 0.89, 4.07)
O (3.97, 3.04, 4.68)
C (1.54, 0.39, 1.92)
O (2.28, -0.47, 2.28)
O (0.42, 0.14, 1.19)
H (-0.13, 5.11, 0.77)
H (1.40, 5.87, 1.22)
H (0.11, 5.70, 2.41)
H (2.59, 4.52, 3.38)
H (3.53, 0.31, 3.43)
O (-3.08, 1.26, -1.15)
H (-4.00, 1.11, -0.90)
H (-3.10, 1.33, -2.12)
S (-4.39, -0.76, 2.88)
C (-3.44, -0.02, 1.71)
N (-2.19, 0.24, 2.02)
C (-1.92, -0.20, 3.33)
C (-0.73, -0.09, 4.05)
C (-0.67, -0.60, 5.32)
C (-1.78, -1.23, 5.91)
C (-2.97, -1.33, 5.23)
C (-3.03, -0.80, 3.94)
H (-3.85, 0.21, 0.74)
H (0.13, 0.41, 3.63)
H (0.25, -0.52, 5.88)
H (-1.70, -1.63, 6.91)
H (-3.84, -1.79, 5.68)
C (0.63, -1.91, -1.05)
C (0.76, -3.37, -1.44)
As (2.66, -3.80, -1.86)
C (2.53, -5.72, -1.57)
C (1.35, -6.43, -1.78)
C (1.30, -7.80, -1.54)
C (2.44, -8.47, -1.11)
C (3.62, -7.77, -0.92)
C (3.67, -6.41, -1.16)
C (3.41, -3.33, -0.11)
C (3.04, -3.98, 1.07)
C (3.64, -3.65, 2.27)
C (4.62, -2.66, 2.32)
C (4.98, -2.00, 1.16)
C (4.38, -2.34, -0.05)
P (-1.08, -1.45, -0.56)
C (-2.05, -1.87, -2.02)
C (-2.16, -0.94, -3.06)
C (-2.76, -1.29, -4.26)
C (-3.26, -2.57, -4.44)
C (-3.13, -3.51, -3.43)
C (-2.53, -3.17, -2.22)
C (-1.52, -2.53, 0.81)
C (-0.52, -2.87, 1.73)
C (-0.79, -3.78, 2.74)
C (-2.06, -4.34, 2.85)
C (-3.06, -3.99, 1.96)
C (-2.80, -3.08, 0.94)
H (0.88, -1.27, -1.90)
H (1.31, -1.66, -0.23)
H (0.19, -3.57, -2.35)
H (0.42, -4.05, -0.66)
H (0.46, -5.93, -2.14)
H (0.38, -8.35, -1.70)
H (2.40, -9.54, -0.94)
H (4.51, -8.29, -0.60)
H (4.60, -5.87, -1.02)
H (2.31, -4.79, 1.03)
H (3.36, -4.18, 3.18)
H (5.10, -2.43, 3.26)
H (5.76, -1.25, 1.19)
H (4.70, -1.85, -0.97)
H (-1.74, 0.04, -2.94)
H (-2.84, -0.56, -5.06)
H (-3.73, -2.85, -5.37)
H (-3.48, -4.52, -3.58)
H (-2.42, -3.92, -1.45)
H (0.48, -2.45, 1.65)
H (0.00, -4.06, 3.43)
H (-2.26, -5.07, 3.62)
H (-4.04, -4.43, 2.04)
H (-3.59, -2.81, 0.25)

Properties
Energy relative to the best compared isomer or geometry (same formula, charge and spin)   0.000 eV
Lowest unoccupied orbital energy   -0.329 Eh
Net charge   +3
2S+1   1
DFT total energy   -8531.933666 Eh

Mulliken atomic charge list, values in e, 5 entries:
1. Ta 1.93
2. O -0.63
3. C 0.36
4. C -0.78
5. C -0.56

=====

3.
Molecular formula: C55H51FN6O5PbS2
Method: DFT, ωB97M-V with the def2-TZVPD basis set

Atoms and positions in Å:
Pb (0.67, 1.59, 0.92)
O (2.59, 1.17, 2.57)
C (3.77, 1.53, 2.26)
C (4.88, 0.62, 2.44)
C (6.17, 0.97, 2.15)
C (6.49, 2.25, 1.68)
C (5.46, 3.16, 1.50)
C (4.12, 2.83, 1.75)
C (3.13, 3.89, 1.58)
N (1.88, 3.70, 1.44)
N (1.08, 4.83, 1.43)
C (-0.16, 4.53, 1.74)
O (-0.63, 3.40, 2.09)
C (-1.12, 5.69, 1.69)
C (-2.43, 5.50, 2.12)
C (-3.35, 6.53, 2.06)
C (-2.98, 7.77, 1.55)
C (-1.68, 7.96, 1.10)
C (-0.76, 6.93, 1.17)
H (4.63, -0.38, 2.77)
H (6.97, 0.24, 2.29)
H (7.51, 2.53, 1.46)
H (5.68, 4.15, 1.12)
H (3.50, 4.92, 1.63)
H (-2.69, 4.52, 2.49)
H (-4.37, 6.37, 2.40)
H (-3.70, 8.58, 1.49)
H (-1.39, 8.92, 0.68)
H (0.26, 7.06, 0.82)
S (-0.38, 2.77, -1.46)
C (-1.13, 1.24, -2.17)
N (-1.46, 1.34, -3.65)
C (-2.86, 1.29, -3.98)
C (-3.44, 0.04, -3.38)
N (-3.42, 0.19, -1.94)
C (-4.45, -0.50, -1.18)
C (-4.04, -1.92, -0.86)
C (-4.12, -2.94, -1.81)
C (-3.65, -4.21, -1.52)
C (-3.09, -4.48, -0.28)
C (-3.02, -3.48, 0.68)
C (-3.49, -2.21, 0.39)
C (-2.43, 0.93, -1.34)
S (-2.59, 1.38, 0.23)
C (-0.72, 2.27, -4.49)
C (0.21, 1.58, -5.47)
C (1.33, 2.25, -5.96)
C (2.16, 1.66, -6.90)
C (1.88, 0.38, -7.37)
C (0.77, -0.29, -6.89)
C (-0.06, 0.30, -5.94)
H (-2.95, 1.25, -5.07)
H (-3.43, 2.17, -3.62)
H (-2.86, -0.83, -3.72)
H (-4.48, -0.09, -3.70)
H (-5.37, -0.49, -1.76)
H (-4.59, 0.05, -0.26)
H (-4.55, -2.73, -2.78)
H (-3.70, -4.98, -2.28)
H (-2.70, -5.47, -0.07)
H (-2.58, -3.69, 1.65)
H (-3.39, -1.41, 1.12)
H (-0.18, 2.97, -3.86)
H (-1.44, 2.87, -5.06)
H (1.56, 3.24, -5.58)
H (3.04, 2.19, -7.25)
H (2.53, -0.08, -8.11)
H (0.54, -1.29, -7.25)
H (-0.90, -0.24, -5.54)
C (0.51, -6.65, 3.07)
C (0.26, -5.76, 4.29)
C (-0.95, -6.26, 5.06)
C (-1.24, -5.36, 6.26)
C (-1.46, -3.95, 5.76)
C (-2.30, -3.08, 6.43)
C (-2.51, -1.81, 5.93)
F (-3.33, -0.98, 6.63)
C (-1.94, -1.38, 4.77)
C (-1.09, -2.25, 4.08)
C (-0.53, -1.82, 2.77)
O (-1.03, -0.87, 2.18)
C (0.59, -2.61, 2.30)
C (0.79, -3.82, 2.87)
N (0.05, -4.36, 3.89)
C (-0.83, -3.53, 4.58)
C (1.57, -2.24, 1.15)
O (2.38, -3.16, 0.89)
O (1.49, -1.13, 0.61)
H (0.41, -7.69, 3.37)
H (1.51, -6.51, 2.65)
H (-0.22, -6.43, 2.29)
H (1.13, -5.81, 4.96)
H (-0.77, -7.29, 5.37)
H (-1.82, -6.25, 4.39)
H (-0.40, -5.40, 6.95)
H (-2.12, -5.71, 6.79)
H (-2.78, -3.39, 7.35)
H (-2.12, -0.40, 4.36)
H (1.60, -4.42, 2.48)
C (3.22, 3.18, -2.11)
N (2.79, 1.85, -1.73)
C (3.93, 1.02, -1.38)
C (2.00, 1.31, -2.84)
C (1.19, 0.06, -2.52)
C (1.88, -1.15, -2.65)
C (1.34, -2.37, -2.29)
C (0.06, -2.39, -1.77)
C (-0.67, -1.21, -1.70)
C (-0.15, 0.03, -2.09)
H (3.81, 3.17, -3.04)
H (3.84, 3.60, -1.31)
H (2.35, 3.82, -2.25)
H (4.54, 0.78, -2.28)
H (3.60, 0.10, -0.90)
H (4.56, 1.55, -0.68)
H (2.68, 1.08, -3.68)
H (1.34, 2.11, -3.15)
H (2.89, -1.11, -3.04)
H (1.92, -3.27, -2.39)
H (-0.38, -3.31, -1.41)
H (-1.66, -1.27, -1.28)

Properties
Lowest unoccupied orbital energy   0.133 Eh
Net charge   -2
2S+1   1
DFT total energy   -3920.416268 Eh

natural (NBO) atomic charge list, values in e, 5 entries:
1. Pb 1.52
2. O -0.78
3. C 0.41
4. C -0.26
5. C -0.22

=====

4.
Molecular formula: C55H51N6O5PtSSi
Method: DFT, ωB97M-V with the def2-TZVPD basis set

Atoms and positions in Å:
Pt (-0.25, -0.23, -0.23)
C (-1.26, -7.48, -5.69)
O (-2.39, -6.65, -5.45)
C (-2.20, -5.43, -4.93)
C (-0.95, -4.85, -4.71)
C (-0.87, -3.64, -4.04)
C (-2.01, -2.96, -3.60)
C (-3.25, -3.51, -3.94)
C (-3.35, -4.71, -4.60)
C (-1.81, -1.82, -2.69)
C (-2.50, -1.76, -1.46)
C (-3.65, -2.48, -1.05)
C (-3.97, -2.07, 0.22)
C (-2.97, -1.15, 0.62)
N (-2.11, -0.96, -0.40)
C (-2.76, -0.57, 1.93)
C (-1.48, -0.52, 2.46)
C (-1.13, -0.61, 3.85)
C (0.22, -0.65, 3.93)
C (0.74, -0.52, 2.59)
C (2.08, -0.32, 2.21)
C (3.15, -0.51, 3.22)
C (3.21, 0.26, 4.38)
C (4.25, 0.11, 5.29)
C (5.24, -0.84, 5.06)
O (6.28, -1.08, 5.90)
C (6.38, -0.30, 7.08)
C (5.19, -1.61, 3.91)
C (4.17, -1.44, 2.99)
C (2.47, 0.12, 0.94)
N (1.63, 0.39, -0.10)
C (2.30, 1.07, -1.06)
C (1.77, 1.49, -2.29)
C (2.27, 2.77, -2.85)
C (2.14, 3.14, -4.20)
C (2.54, 4.38, -4.65)
C (3.09, 5.31, -3.77)
O (3.44, 6.50, -4.31)
C (4.05, 7.46, -3.46)
C (3.21, 4.98, -2.43)
C (2.79, 3.73, -1.98)
C (0.78, 0.66, -2.92)
C (0.63, 0.32, -4.30)
C (-0.34, -0.65, -4.37)
C (-0.81, -0.89, -3.06)
N (-0.14, -0.05, -2.21)
C (3.67, 1.21, -0.63)
C (3.78, 0.62, 0.58)
N (-0.32, -0.50, 1.73)
C (-3.86, 0.05, 2.70)
C (-3.59, 1.25, 3.36)
C (-4.60, 2.03, 3.90)
C (-5.92, 1.59, 3.83)
O (-6.98, 2.29, 4.27)
C (-6.77, 3.62, 4.74)
C (-6.20, 0.35, 3.27)
C (-5.19, -0.40, 2.70)
H (-1.64, -8.49, -5.80)
H (-0.56, -7.45, -4.85)
H (-0.74, -7.18, -6.60)
H (-0.04, -5.34, -5.03)
H (0.11, -3.24, -3.80)
H (-4.16, -2.96, -3.72)
H (-4.31, -5.14, -4.86)
H (-4.18, -3.22, -1.62)
H (-4.77, -2.45, 0.82)
H (-1.85, -0.68, 4.66)
H (0.83, -0.76, 4.81)
H (2.46, 1.02, 4.55)
H (4.27, 0.75, 6.17)
H (7.25, -0.68, 7.61)
H (5.49, -0.42, 7.71)
H (6.52, 0.75, 6.85)
H (5.97, -2.35, 3.75)
H (4.15, -2.04, 2.09)
H (1.74, 2.45, -4.92)
H (2.44, 4.64, -5.70)
H (4.27, 8.32, -4.09)
H (4.98, 7.08, -3.03)
H (3.37, 7.77, -2.66)
H (3.62, 5.68, -1.72)
H (2.84, 3.53, -0.92)
H (1.22, 0.68, -5.12)
H (-0.71, -1.13, -5.26)
H (4.45, 1.68, -1.21)
H (4.66, 0.54, 1.19)
H (-2.58, 1.62, 3.39)
H (-4.35, 2.98, 4.36)
H (-7.75, 4.04, 4.92)
H (-6.25, 4.22, 4.00)
H (-6.20, 3.62, 5.68)
H (-7.22, 0.00, 3.28)
H (-5.45, -1.35, 2.27)
C (-0.43, 5.31, 0.68)
N (-0.71, 4.59, -0.55)
C (-0.79, 5.12, -1.83)
C (-1.08, 4.12, -2.67)
N (-1.18, 2.98, -1.90)
C (-0.94, 3.26, -0.61)
S (-1.00, 2.19, 0.72)
H (-0.52, 6.38, 0.49)
H (0.57, 5.07, 1.04)
H (-1.15, 5.02, 1.44)
H (-0.64, 6.17, -2.02)
H (-1.20, 4.11, -3.74)
H (-1.36, 2.04, -2.23)
C (0.34, -5.01, -0.94)
Si (0.31, -3.57, 0.25)
C (-1.15, -3.80, 1.41)
C (1.80, -3.82, 1.38)
O (0.44, -2.13, -0.56)
H (0.47, -5.94, -0.39)
H (1.15, -4.90, -1.67)
H (-0.61, -5.07, -1.50)
H (-1.01, -4.69, 2.02)
H (-2.08, -3.91, 0.85)
H (-1.26, -2.94, 2.07)
H (1.82, -4.84, 1.78)
H (1.76, -3.11, 2.22)
H (2.72, -3.63, 0.81)

Properties
Energy relative to the best compared isomer or geometry (same formula, charge and spin)   0.000 eV
Lowest unoccupied orbital energy (spin up / spin down)   -0.139 / -0.139 Eh
Net charge   +1
2S+1   1
DFT total energy   -3638.061730 Eh

Mulliken atomic charge list, values in e, 5 entries:
1. Pt -0.38
2. C -0.80
3. O -0.45
4. C 0.86
5. C -0.88

=====

- Among the records above, which one has the highest net charge?
  C55H50AsBrN5O7PSTa

=====

- Which of these has the lowest DFT total energy?
  C55H50AsBrN5O7PSTa